# 1
This record from OMol25 describes a 2-piece molecular cluster, C3H7N2O overall. The level of theory is ωB97M-V/def2-TZVPD.

Computed properties:
HOMO-LUMO gap: 10.58 eV

ORCA input file:
```
! RIJCOSX wB97M-V def2-TZVPD def2/J DEFGRID3
* xyz 1 1
C 0.555 1.235 0.448
C -0.295 -0.777 0.213
C 0.761 1.704 -0.868
N -0.471 -1.656 -0.732
N -0.912 -1.015 1.351
O 0.601 1.369 1.602
H 1.570 1.057 -1.299
H 1.402 2.584 -0.951
H -0.085 1.752 -1.497
H -0.360 -1.648 -1.664
H -1.006 -2.476 -0.368
H -0.805 -0.222 2.026
H -0.955 -1.908 1.739
*
```

# 2
This record from OMol25 describes an isolated ion of composition C3H7N2O and charge +1. The level of theory is ωB97M-V/def2-TZVPD.

Computed properties:
HOMO-LUMO gap: 9.66 eV

ORCA input file:
```
! RIJCOSX wB97M-V def2-TZVPD def2/J DEFGRID3
* xyz 1 1
C 1.366 1.194 0.020
C 1.471 -1.095 0.097
C -0.601 0.105 -0.749
N 1.961 0.156 0.167
N -1.804 0.278 0.184
O -0.045 -1.023 -0.632
H 1.670 2.143 0.207
H 2.118 -1.854 -0.289
H 1.187 -1.262 1.279
H -0.913 0.443 -1.693
H -2.429 0.990 -0.146
H -1.549 0.541 1.110
H -2.431 -0.617 0.444
*
```

# 3
This record from OMol25 describes C3H7N2O2 as an isolated structure. The level of theory is ωB97M-V/def2-TZVPD.

Computed properties:
HOMO-LUMO gap: 7.44 eV

ORCA input file:
```
! RIJCOSX wB97M-V def2-TZVPD def2/J DEFGRID3
* xyz -1 1
C 2.179 -0.332 1.218
C 1.178 0.736 -0.757
C 1.462 -0.543 0.146
N -1.458 -0.203 0.530
N -2.354 0.131 -0.013
O -3.285 -1.289 -0.508
O -3.154 1.044 -0.212
H -4.276 -0.655 -0.675
H 2.679 -0.933 2.031
H 2.721 0.620 1.230
H 0.783 1.607 -0.333
H 0.436 0.316 -1.411
H 2.129 0.966 -1.211
H 0.960 -1.465 -0.034
*
```

# 4
This record from OMol25 describes C3H7N2O2 as an isolated structure. The level of theory is ωB97M-V/def2-TZVPD.

Computed properties:
HOMO-LUMO gap: 6.70 eV

ORCA input file:
```
! RIJCOSX wB97M-V def2-TZVPD def2/J DEFGRID3
* xyz -1 1
O -1.258 -1.269 0.705
C -0.727 -0.332 0.024
N 0.141 0.793 0.338
C -0.075 1.384 1.763
O 0.688 2.427 2.081
C -0.391 -0.790 -1.450
N 1.082 -0.793 -1.712
H 0.435 -0.281 0.540
H -0.014 0.560 2.468
H -1.124 1.618 1.649
H -0.804 0.102 -1.922
H -0.877 -1.718 -1.807
H 1.452 -0.010 -1.201
H 1.472 -1.691 -1.476
*
```

# 5
This record from OMol25 describes an isolated ion of composition C3H7N2O2 and charge +1. The level of theory is ωB97M-V/def2-TZVPD.

Computed properties:
HOMO-LUMO gap (spin up / spin down): 8.85 / 8.85 eV

ORCA input file:
```
! RIJCOSX wB97M-V def2-TZVPD def2/J DEFGRID3
* xyz 1 1
C -1.357 0.908 0.070
N -0.234 0.022 0.045
C 0.966 0.727 0.031
N 2.176 0.277 0.016
O 2.638 -0.862 0.035
C -0.400 -1.257 -0.116
O -1.563 -1.814 0.022
H -1.412 1.616 -0.810
H -1.208 1.493 1.026
H -2.342 0.364 0.085
H 0.812 1.817 0.100
H 2.879 1.052 -0.292
H 0.582 -1.603 -0.353
H -1.538 -2.739 0.140
*
```

# 6
This record from OMol25 describes an isolated ion of composition C3H7N2O2 and charge +1. The level of theory is ωB97M-V/def2-TZVPD.

Computed properties:
HOMO-LUMO gap: 11.48 eV

ORCA input file:
```
! RIJCOSX wB97M-V def2-TZVPD def2/J DEFGRID3
* xyz 1 1
N 0.627 0.159 -1.791
C 0.098 0.053 -0.595
C 1.027 -0.517 0.647
C 0.324 -0.599 1.969
O -0.809 -0.259 2.178
N -1.104 0.437 -0.296
O -1.917 0.986 -1.275
H 1.577 -0.114 -1.990
H 0.072 0.561 -2.537
H 1.903 0.129 0.727
H 1.370 -1.516 0.365
H 0.954 -1.016 2.766
H -1.429 0.314 0.681
H -2.693 1.383 -0.851
*
```

# 7
This record from OMol25 describes one molecule with the formula C3H7N2O2P. The level of theory is ωB97M-V/def2-TZVPD.

Computed properties:
HOMO-LUMO gap: 9.77 eV

ORCA input file:
```
! RIJCOSX wB97M-V def2-TZVPD def2/J DEFGRID3
* xyz 0 1
C -1.597 -1.134 0.722
C -1.258 -0.388 -0.530
C -1.723 0.966 -0.660
N -2.216 1.987 -0.768
O 0.363 -0.459 -0.810
P 1.650 -0.367 0.292
N 1.771 1.348 0.486
O 2.866 -0.430 -0.781
H -1.516 -0.532 1.646
H -2.737 -1.143 0.618
H -1.256 -2.136 0.849
H -1.457 -1.048 -1.345
H 1.415 1.721 1.344
H 2.763 1.525 0.485
H 2.932 0.091 -1.546
*
```

# 8
This record from OMol25 describes a 2-piece molecular cluster, C3H7N2O3 overall. The level of theory is ωB97M-V/def2-TZVPD.

Computed properties:
HOMO-LUMO gap: 8.37 eV

ORCA input file:
```
! RIJCOSX wB97M-V def2-TZVPD def2/J DEFGRID3
* xyz -1 1
O -1.193 -1.640 -0.640
C -1.676 -0.979 0.291
O -1.153 0.041 0.832
C -3.033 -1.395 0.855
H -3.417 -0.630 1.529
H -3.759 -1.537 0.052
H -2.970 -2.331 1.412
N 3.305 1.175 -0.884
C 2.196 0.989 -0.027
N 1.021 0.769 -0.633
O 2.383 1.022 1.181
H 4.050 1.711 -0.459
H 3.083 1.525 -1.793
H 0.165 0.435 -0.087
H 0.999 0.845 -1.627
*
```

Number 1: M 87.10 g mol⁻¹, largest force on an atom 0.105 Eh/bohr. Number 2: M 87.10 g mol⁻¹, largest force on an atom 0.096 Eh/bohr. Number 3: M 103.10 g mol⁻¹, largest force on an atom 0.121 Eh/bohr. Number 4: M 103.10 g mol⁻¹, largest force on an atom 0.082 Eh/bohr. Number 5: M 103.10 g mol⁻¹, largest force on an atom 0.064 Eh/bohr. Number 6: M 103.10 g mol⁻¹, largest force on an atom 0.060 Eh/bohr. Number 7: M 134.08 g mol⁻¹, largest force on an atom 0.105 Eh/bohr. Number 8: M 119.10 g mol⁻¹, largest force on an atom 0.010 Eh/bohr.